Run a
Entry from the OMol25 dataset: C37H36Cl5F9O5P3S4Sc as an isolated structure (ωB97M-V/def2-TZVPD).

Geometry as ORCA input:
```
! wB97M-V def2-TZVPD RIJCOSX def2/J DEFGRID3
* xyz -1 2
Sc 0.33769 -0.78484 1.07919
C -2.27032 -6.69808 0.51440
C -1.56235 -5.36450 0.57664
O -2.49563 -4.39218 1.07807
P -1.99807 -2.88436 1.31396
S -0.51772 -2.83359 2.62808
S -1.50615 -1.98329 -0.37499
O -3.33214 -2.21705 1.85053
C -3.89053 -2.56222 3.13247
C -5.13325 -3.40317 2.94382
H -1.58575 -7.46001 0.14174
H -3.13107 -6.65137 -0.15103
H -2.61245 -7.00041 1.50414
H -1.22425 -5.03939 -0.41092
H -0.69767 -5.39670 1.24391
H -4.11431 -1.61156 3.61992
H -3.13414 -3.07657 3.73283
H -5.87881 -2.86317 2.36239
H -5.56422 -3.64938 3.91577
H -4.89177 -4.32930 2.42485
Cl 1.37045 3.04265 7.28888
C 0.79377 2.25436 5.86940
C 1.55617 1.26132 5.26368
Cl 3.07072 0.78870 5.92906
C 1.08249 0.64736 4.11644
Cl 1.99812 -0.58097 3.30035
C -0.14637 0.98494 3.52893
O -0.54510 0.41349 2.43977
C -0.90838 1.98676 4.16972
Cl -2.40064 2.43820 3.45532
C -0.43799 2.61017 5.31372
Cl -1.37740 3.84683 6.05184
C 6.09536 0.04026 0.78215
C 5.20080 -1.18034 0.70527
C 5.94328 -2.49163 0.85977
O 4.56616 -1.19285 -0.59990
P 2.98133 -1.02430 -0.68690
S 2.34599 0.67339 0.09601
S 2.07794 -2.55194 0.22667
O 2.74190 -0.93813 -2.24684
C 3.15878 -1.77833 -3.36610
C 4.56306 -1.40774 -3.80111
C 2.98751 -3.26065 -3.10421
H 6.55830 0.10419 1.76721
H 5.51640 0.94593 0.61234
H 6.88410 -0.02117 0.03142
H 4.41722 -1.11152 1.46719
H 6.69101 -2.59389 0.07260
H 5.25152 -3.33082 0.80185
H 6.45100 -2.52436 1.82357
H 2.45228 -1.47039 -4.14444
H 5.28893 -1.66117 -3.03276
H 4.62561 -0.34034 -4.00829
H 4.81209 -1.95074 -4.71412
H 3.71298 -3.63026 -2.38165
H 3.13482 -3.79766 -4.04369
H 1.98924 -3.47710 -2.72981
F 0.78311 7.82034 0.56790
C 0.24046 6.97580 1.51023
F -0.92460 7.59586 1.88474
F 1.06551 7.04071 2.58340
C 0.03441 5.60290 1.01620
C 0.70408 4.49048 1.56871
C 0.49093 3.22649 1.08713
C -0.40762 2.96046 0.00921
C -1.04851 4.11183 -0.55725
C -0.83531 5.36977 -0.07020
P -0.79894 1.33454 -0.52367
C -2.62577 1.27067 -0.72528
C -3.30951 1.67683 -1.86356
C -4.69402 1.63940 -1.91179
C -5.40687 1.20460 -0.80409
C -4.73758 0.82495 0.35490
C -3.35854 0.86587 0.38962
C -6.89871 1.08141 -0.86580
F -7.44996 1.88782 -1.80134
F -7.48960 1.38464 0.31215
F -7.29044 -0.18191 -1.17179
C -0.24091 1.14416 -2.27010
C -0.65043 0.07628 -3.06319
C -0.04242 -0.17717 -4.28001
C 0.99432 0.64085 -4.71218
C 1.40276 1.72123 -3.94077
C 0.79009 1.96531 -2.72587
C 1.71852 0.34977 -5.98772
F 1.93093 1.46444 -6.72449
F 1.05517 -0.52191 -6.77736
F 2.94328 -0.19352 -5.76044
H 1.40207 4.64013 2.38253
H 1.02389 2.40739 1.54981
H -1.73741 3.97779 -1.38358
H -1.34927 6.21068 -0.52186
H -2.76372 2.02319 -2.73255
H -5.21512 1.95498 -2.80571
H -5.29362 0.49299 1.22128
H -2.83886 0.57359 1.29036
H -1.44050 -0.58107 -2.72496
H -0.36241 -1.01513 -4.88350
H 2.20936 2.35849 -4.28048
H 1.12121 2.78301 -2.09772
*
```

HOMO level (spin up / spin down) in eV: -1.79 / -5.75
Expectation value of S²: 0.7621

=====

Run b
Entry from the OMol25 dataset: C37H36Cl5F9O5P3S4Sc as an isolated structure (ωB97M-V/def2-TZVPD).

Geometry as ORCA input:
```
! wB97M-V def2-TZVPD RIJCOSX def2/J DEFGRID3
* xyz -1 2
Sc 0.11657 0.72013 0.05388
C 5.04573 1.99729 2.14734
C 4.56298 0.69090 2.72927
O 3.14784 0.80038 2.99252
P 2.11347 -0.14834 2.23441
S 0.31464 0.64123 2.59837
S 2.50975 -0.27154 0.28612
O 2.33409 -1.59275 2.81810
C 2.16819 -1.89776 4.23204
C 3.06261 -3.06759 4.55061
H 6.12294 1.95849 1.97547
H 4.83166 2.82300 2.82628
H 4.54469 2.18986 1.19824
H 5.04034 0.45586 3.68165
H 4.75032 -0.13480 2.03962
H 1.11884 -2.14650 4.37814
H 2.42059 -1.00987 4.81667
H 2.79395 -3.91586 3.92131
H 2.92087 -3.36129 5.59070
H 4.11256 -2.81571 4.39008
Cl -4.64737 0.94794 -5.25164
C -3.79435 0.68214 -3.77745
C -2.42451 0.43928 -3.79698
Cl -1.56243 0.39835 -5.28606
C -1.75636 0.22675 -2.60203
Cl -0.03873 -0.06684 -2.58579
C -2.39878 0.24461 -1.35585
O -1.74153 0.02790 -0.25370
C -3.78140 0.49724 -1.36441
Cl -4.58641 0.52281 0.15413
C -4.46446 0.70921 -2.55339
Cl -6.15925 1.01328 -2.51980
C 0.10211 5.59405 -3.08328
C -0.73716 5.57565 -1.82243
C -1.44307 6.88710 -1.55334
O 0.12099 5.33199 -0.67729
P 0.31391 3.87543 -0.05663
S 1.49388 2.68548 -1.11622
S -1.40285 2.93939 0.24082
O 1.11548 4.19921 1.26615
C 0.83156 5.11444 2.35424
C 1.30160 6.50915 1.99170
C -0.61387 5.06446 2.80206
H -0.54494 5.68777 -3.95723
H 0.67736 4.67469 -3.17791
H 0.79150 6.44058 -3.06875
H -1.47366 4.76896 -1.86920
H -0.71589 7.69631 -1.46276
H -2.02164 6.83028 -0.63130
H -2.12256 7.12350 -2.37336
H 1.46286 4.71804 3.15142
H 0.70767 6.92266 1.17780
H 2.34793 6.49394 1.68739
H 1.20322 7.16038 2.86238
H -1.28305 5.48275 2.04813
H -0.71568 5.65418 3.71513
H -0.92612 4.04232 3.00827
F -4.23616 -6.78960 -3.69731
C -4.61889 -6.08305 -2.61201
F -5.10516 -6.98604 -1.73564
F -5.65946 -5.32139 -2.99339
C -3.49177 -5.27963 -2.04077
C -3.67082 -3.95762 -1.67230
C -2.60384 -3.24178 -1.14403
C -1.35288 -3.82280 -0.97384
C -1.20186 -5.16834 -1.32408
C -2.25384 -5.88961 -1.85365
P -0.04862 -2.84234 -0.09625
C -0.04979 -3.54743 1.51683
C 0.42484 -4.86098 1.86796
C 0.27098 -5.36269 3.12867
C -0.39942 -4.63868 4.14614
C -0.94337 -3.36303 3.79419
C -0.76844 -2.85428 2.54091
C -0.45852 -5.12775 5.51409
F -0.42740 -6.48092 5.61594
F -1.55442 -4.70690 6.19627
F 0.59837 -4.71984 6.32836
C 1.44420 -3.48278 -0.93593
C 2.63404 -3.65396 -0.23180
C 3.79846 -4.02785 -0.88416
C 3.79008 -4.22433 -2.25690
C 2.61748 -4.03633 -2.98016
C 1.45933 -3.66879 -2.32030
C 5.04164 -4.60175 -2.98395
F 4.82243 -5.54373 -3.92403
F 5.99446 -5.08244 -2.16601
F 5.59177 -3.55160 -3.63454
H -4.63260 -3.47907 -1.80306
H -2.75702 -2.21663 -0.83463
H -0.24352 -5.65450 -1.18494
H -2.11392 -6.92763 -2.12982
H 0.92821 -5.47204 1.12715
H 0.66678 -6.34696 3.35530
H -1.49492 -2.79324 4.53248
H -1.20093 -1.88623 2.30843
H 2.64205 -3.49171 0.83883
H 4.71182 -4.16986 -0.32200
H 2.60966 -4.18630 -4.05233
H 0.54663 -3.53596 -2.88986
*
```

HOMO level (spin up / spin down) in eV: -1.80 / -5.47
Expectation value of S²: 0.7619

=====

run a is preferred energetically. Next in line: 53.4 kJ/mol higher.

=====

Run a
Entry from the OMol25 dataset: a single C6H10N2O2 molecule (ωB97M-V/def2-TZVPD).

Geometry as ORCA input:
```
! wB97M-V def2-TZVPD RIJCOSX def2/J DEFGRID3
* xyz 0 1
C 2.67785 -0.73077 -0.47888
C 1.61979 0.32131 -0.09071
O 1.88981 1.55533 0.05993
N 0.44494 -0.27933 0.10467
N 0.24507 -1.61872 0.08979
C -0.98851 -1.86994 0.05048
O -1.84588 -0.84894 -0.06608
C -1.02453 0.39115 0.16406
C -1.23582 0.89206 1.52921
C -1.16307 1.18382 -1.16100
H 2.81995 -0.73164 -1.56659
H 2.26661 -1.79396 -0.23033
H 3.59543 -0.49881 0.04007
H -1.48748 -2.82891 0.20068
H -0.84531 0.13119 2.22838
H -2.25111 0.87420 1.89006
H -0.94382 1.89626 1.74045
H -0.79000 0.59071 -1.97860
H -0.75346 2.17576 -1.17986
H -2.23045 1.18921 -1.34573
*
```

SMILES string: CC(=O)N1N=COC1(C)C
HOMO level in eV: -8.80

=====

Run b
Entry from the OMol25 dataset: C6H10N2O2 as an isolated structure (ωB97M-V/def2-TZVPD).

Geometry as ORCA input:
```
! wB97M-V def2-TZVPD RIJCOSX def2/J DEFGRID3
* xyz 0 1
C -0.11206 2.81012 -0.34500
N -0.18283 1.69880 0.58862
C -0.59812 0.47543 -0.00907
C 0.22639 -0.34956 -0.97703
C 1.68154 -0.32154 -0.54014
O 1.32805 -0.70097 0.81509
C -0.03158 -0.83702 0.44045
C -0.85046 -1.93648 1.00932
N -1.73620 -2.61211 0.36577
H 0.25266 3.70427 0.17645
H 0.55135 2.61109 -1.20812
H -1.11681 3.02983 -0.73534
H 0.69451 1.57362 1.08467
H -1.66697 0.42557 -0.24072
H -0.15922 -0.74704 -1.91439
H 2.29533 -1.10187 -1.00637
H 2.20246 0.64620 -0.57317
O -0.21424 -2.65574 1.92482
H -2.13174 -2.08795 -0.41083
H -0.43205 -3.62465 1.55499
*
```

HOMO level in eV: -8.94

=====

run a is preferred energetically. Next in line: 153.0 kJ/mol higher.

=====

Run a
Entry from the OMol25 dataset: a 2-piece molecular cluster, C6H10N2O2 overall (ωB97M-V/def2-TZVPD).

Geometry as ORCA input:
```
! wB97M-V def2-TZVPD RIJCOSX def2/J DEFGRID3
* xyz 0 1
C 4.29421 0.22724 1.05782
N 3.10814 0.30355 0.23385
C 2.37185 1.58143 0.20090
C 1.06737 0.80898 0.30548
C -0.16146 1.26888 0.95420
O -0.28528 0.58865 -0.29980
C 1.91420 -0.43548 0.66241
C 1.65053 -1.68707 -0.06787
N 1.44209 -2.67681 -0.62645
H 4.68652 -0.79814 1.05727
H 5.06527 0.88862 0.64001
H 4.09924 0.53450 2.10419
H 2.56878 2.22381 1.07672
H 2.55526 2.18109 -0.70036
H -0.54410 0.70422 1.80723
H -0.38396 2.33961 0.91348
H 1.88521 -0.65385 1.74607
O 0.30583 2.31475 -2.09948
H -0.28158 1.59643 -1.58352
H 0.87999 1.86380 -2.72465
*
```

SMILES string: CN1C[C@]2(CO2)[C@H]1C#N.O
HOMO level in eV: -9.69

=====

Run b
Entry from the OMol25 dataset: a 2-piece molecular cluster, C6H10N2O2 overall (ωB97M-V/def2-TZVPD).

Geometry as ORCA input:
```
! wB97M-V def2-TZVPD RIJCOSX def2/J DEFGRID3
* xyz 0 1
C -2.82838 -3.04764 -1.52215
C -1.66813 -2.76063 -0.83614
N -1.21383 -1.58651 -1.38319
C -2.09384 -1.21508 -2.35605
N -3.08742 -2.08261 -2.46587
H -3.49116 -3.90184 -1.38376
H -1.13976 -3.27128 -0.03105
H -0.36738 -1.08100 -1.11022
H -1.96340 -0.31006 -2.94938
C -0.17306 1.47181 1.59742
O 1.12137 2.05344 1.77390
C 2.06727 1.57212 0.93150
C 3.38970 2.23633 1.18685
O 1.84601 0.72197 0.09673
H -0.84313 1.94436 2.33519
H -0.16390 0.38353 1.77681
H -0.57459 1.65848 0.58720
H 3.31011 3.32564 1.03296
H 3.72084 2.05059 2.22244
H 4.15263 1.83836 0.49680
*
```

SMILES string: c1c[nH]cn1.COC(C)=O
HOMO level in eV: -8.71

=====

run b is preferred energetically. Next in line: 341.3 kJ/mol higher.

=====

Run a
Entry from the OMol25 dataset: C2H6BrP as an isolated structure (ωB97M-V/def2-TZVPD).

Geometry as ORCA input:
```
! wB97M-V def2-TZVPD RIJCOSX def2/J DEFGRID3
* xyz 0 1
C -1.13165 -0.18900 -0.20574
C 0.31951 -0.56784 0.06451
P 1.69814 0.73650 0.28278
Br 1.00258 -1.67765 -1.43824
H -1.23726 0.39854 -1.21649
H -1.45516 0.50179 0.62441
H -1.94374 -0.99805 -0.27200
H 0.40420 -1.13763 0.94374
H 1.25858 1.85388 -0.36330
H 1.08480 1.07945 1.58033
*
```

HOMO level in eV: -9.78

=====

Run b
Entry from the OMol25 dataset: a 2-piece molecular cluster, C2H6BrP overall (ωB97M-V/def2-TZVPD).

Geometry as ORCA input:
```
! wB97M-V def2-TZVPD RIJCOSX def2/J DEFGRID3
* xyz 0 1
C 0.54392 -1.25497 0.46695
C 0.21034 1.25268 -0.61853
P -0.28267 -0.48245 -0.96892
Br -3.48743 -0.19973 0.42335
H 0.63386 -2.27624 0.36204
H -0.08831 -1.11261 1.48229
H 1.45018 -0.80622 0.65445
H -0.42276 1.64926 0.26498
H 0.05635 1.90763 -1.60850
H 1.38652 1.32266 -0.45810
*
```

HOMO level (spin up / spin down) in eV: -8.58 / -9.67

=====

run a is preferred energetically. Next in line: 143.6 kJ/mol higher.